1.
C10H16ClNOSi as an isolated structure at a distorted geometry, computed with wB97M-V/def2-TZVPD.

Geometry as XYZ:
```
30
Properties=species:S:1:pos:R:3
C 0.71146 0.00957 -2.16029
C 1.19310 -1.85521 -0.58832
C 3.36547 -0.55597 -0.04506
C 1.86398 -0.41583 1.48724
C 2.33225 -1.54444 0.55428
C 0.53394 -0.52200 -0.86907
C 2.34140 0.48688 0.34373
C -3.27502 -0.58871 -0.70024
C -1.60760 2.25480 -0.78459
C -2.23053 0.81122 1.80922
N 0.85270 0.42253 -3.21272
O -0.56548 -0.26283 -0.17159
Si -1.90769 0.62799 -0.03201
Cl 2.62363 2.21385 0.32262
H 1.65267 -2.34804 -1.46285
H 0.52267 -2.68274 -0.12450
H 4.37708 -0.48181 0.32769
H 3.59591 -0.68133 -1.14699
H 0.77173 -0.33571 1.70649
H 2.45036 -0.25416 2.45375
H 2.73377 -2.49636 1.01164
H -4.13084 0.09092 -0.29555
H -3.42297 -0.61741 -1.82284
H -3.21705 -1.52128 -0.07901
H -1.45447 2.15435 -1.84373
H -2.51299 2.92719 -0.71862
H -0.70438 2.66789 -0.33589
H -3.16625 1.18578 1.83296
H -2.22349 -0.18843 2.28498
H -1.50333 1.49929 2.25928
```

energy above the lowest of the compared OMol25 structures with the same formula, charge and spin: 202.37 kJ/mol
energy: -34564.6535 eV
HOMO energy (alpha / beta): -7.84 / -7.94 eV
multiplicity: 1

Here are the Löwdin charges for atoms 1 to 4, given in e: -0.19, -0.06, -0.17, -0.15


2.
C10H16ClSTlYb as an isolated structure at a distorted geometry, computed with wB97M-V/def2-TZVPD.

Geometry as XYZ:
```
30
Properties=species:S:1:pos:R:3
Yb 0.21303 0.21599 0.42956
Cl -0.35938 2.14384 -1.16082
C -1.96239 -0.25311 0.75256
H -2.06156 -0.73217 1.73930
H -2.54277 -0.84796 0.03346
H -2.48746 0.71429 0.83222
Tl 0.47965 0.25589 -2.82030
C 2.52352 0.82449 -3.30166
C -0.82685 0.08878 -4.52219
C 0.45133 -1.48523 -1.61443
H -1.22345 -0.93619 -4.51223
H -1.64277 0.81864 -4.39206
H -0.25797 0.27993 -5.43674
H 3.19064 0.03527 -2.92804
H 2.61726 0.92018 -4.38872
H 2.74686 1.78243 -2.80294
H -0.39254 -2.23226 -1.62819
H 1.41474 -2.01172 -1.36019
S 0.25315 2.14632 2.36573
C 0.02672 0.81202 3.40261
C 1.05298 -0.14340 3.63797
C 0.92460 -0.99801 4.74195
C -0.25493 -0.99452 5.50416
C -1.33033 -0.15341 5.17161
C -1.21097 0.71674 4.09035
H 1.96374 -0.10625 3.04841
H 1.75377 -1.64499 5.02099
H -0.34434 -1.65909 6.37445
H -2.25181 -0.15315 5.74656
H -2.01708 1.37466 3.79094
```

charge: -1
energy above the lowest of the compared OMol25 structures with the same formula, charge and spin: 0.00 kJ/mol
energy: -70209.2533 eV
HOMO energy (alpha / beta): -3.54 / -3.55 eV
multiplicity: 2

Here are the Löwdin charges for atoms 1 to 4, given in e: 1.14, -0.07, -0.37, -0.05